(1)
Molecular formula: C8H15ErNO5S
Method: DFT, ωB97M-V/def2-TZVPD

Its HOMO energy (alpha / beta) is -18.678 / -18.660 eV. The calculation puts the electronic energy at -2156.5342 hartree. The multiplicity is 4. As for the total charge: +3. The calculation puts the orbital gap (alpha / beta) at 5.67 / 3.42 eV. The LUMO energy (alpha / beta) comes out at -13.01 / -15.24 eV.

Geometry (Å):
C: 1.783 -0.958 1.827
C: 2.288 -0.077 0.647
N: 3.649 -0.208 0.309
C: 1.442 0.956 -0.150
C: -0.113 0.583 -0.319
C: -0.146 -0.512 -1.477
C: -1.244 -1.632 -1.318
C: -1.104 -2.570 -0.036
O: -2.573 -1.125 -1.412
C: -0.729 1.917 -1.003
O: -1.002 2.875 0.101
S: -1.505 1.904 1.447
O: -2.957 1.640 1.549
O: -0.822 2.271 2.747
O: -0.944 0.420 0.852
H: 1.724 -2.046 1.531
H: 0.822 -0.599 2.277
H: 2.582 -0.917 2.628
H: 3.887 0.460 -0.443
H: 1.875 1.019 -1.183
H: 1.537 1.975 0.377
H: -0.372 0.035 -2.443
H: 0.890 -0.931 -1.607
H: -1.136 -2.323 -2.236
H: -0.087 -2.491 0.441
H: -1.299 -3.652 -0.242
H: -1.830 -2.203 0.749
H: -3.134 -1.931 -1.242
H: 0.077 2.243 -1.707
H: -1.746 1.711 -1.429
Er: 0.185 4.169 0.767

Cartesian forces (eV/Å) of the 3 atoms listed first:
C 0.7 1.2 0.1
C 3.8 -1.6 1.5
N -6.8 1.0 -0.7


(2)
Molecular formula: C8H15IN
Method: DFT, ωB97M-V/def2-TZVPD

Its HOMO energy (alpha / beta) is -12.782 / -12.784 eV. The calculation puts the electronic energy at -665.8963 hartree. As for the total charge: +1. The calculation puts the orbital gap (alpha / beta) at 6.75 / 6.75 eV. The LUMO energy (alpha / beta) comes out at -6.03 / -6.03 eV.

Geometry (Å):
C: -1.178 0.960 -0.384
C: -0.815 -1.391 -0.176
C: 0.310 1.338 -0.099
C: 0.344 -0.946 0.919
C: 1.100 0.144 0.271
C: 0.160 2.413 1.014
C: 1.077 -2.113 1.485
C: -0.632 -0.309 -2.267
N: -1.276 -0.277 -0.988
I: 3.237 0.010 -0.183
H: -1.795 1.082 0.539
H: -1.655 1.625 -1.100
H: -0.424 -2.227 -0.823
H: -1.759 -1.797 0.271
H: 0.685 1.836 -0.899
H: -0.275 -0.519 1.797
H: 1.184 2.843 1.108
H: -0.117 2.048 1.911
H: -0.556 3.240 0.711
H: 1.011 -2.040 2.526
H: 2.208 -2.142 1.296
H: 0.659 -3.076 1.192
H: -0.956 0.643 -2.713
H: 0.453 -0.422 -2.218
H: -0.992 -0.925 -3.190

Cartesian forces (eV/Å) of the 3 atoms listed first:
C -1.2 0.9 0.8
C -1.3 -0.4 -0.8
C -1.3 -0.9 2.2


(3)
Molecular formula: C8H15Li2NO8
Method: DFT, ωB97M-V/def2-TZVPD

Its HOMO energy is 0.516 eV. The calculation puts the electronic energy at -985.6307 hartree. As for the total charge: -2. The calculation puts the orbital gap at 3.78 eV. The LUMO energy comes out at 4.29 eV.

Geometry (Å):
Li: 0.674 0.863 1.560
Li: 0.796 2.882 3.644
C: 2.043 2.779 0.777
O: 1.006 2.863 1.563
O: 3.185 3.246 1.184
O: 2.153 1.669 0.111
C: 1.868 0.265 3.787
O: 0.657 0.757 3.777
O: 2.555 0.255 4.891
O: 2.433 0.003 2.682
C: 2.010 -2.216 -2.754
O: 1.318 -2.874 -1.719
C: 0.160 -2.191 -1.210
C: 0.612 -1.218 -0.137
N: -0.447 -0.367 0.373
C: -0.941 0.751 -0.467
C: -2.279 1.223 0.058
O: -3.261 0.193 0.111
C: -3.801 -0.111 -1.166
H: 1.322 -2.219 -3.613
H: 2.847 -2.813 -3.116
H: 2.348 -1.209 -2.507
H: -0.563 -2.934 -0.873
H: -0.291 -1.601 -2.017
H: 1.402 -0.580 -0.544
H: 1.129 -1.726 0.680
H: -1.193 -0.887 0.811
H: -0.947 0.492 -1.532
H: -0.208 1.562 -0.396
H: -2.636 2.097 -0.505
H: -2.207 1.657 1.057
H: -4.206 -1.121 -1.169
H: -2.993 -0.129 -1.903
H: -4.544 0.641 -1.438

Cartesian forces (eV/Å) of the 3 atoms listed first:
Li 1.6 0.3 1.0
Li 0.7 -1.7 -1.4
C 5.3 -4.1 3.7


(4)
Molecular formula: C8H15N
Method: DFT, ωB97M-V/def2-TZVPD

Its HOMO energy (alpha / beta) is -6.383 / -6.386 eV. The calculation puts the electronic energy at -368.3432 hartree. The calculation puts the orbital gap (alpha / beta) at 7.34 / 7.34 eV. The LUMO energy (alpha / beta) comes out at 0.96 / 0.96 eV.

Geometry (Å):
C: -0.721 -0.532 -1.349
C: 0.245 1.920 0.172
C: 0.562 -2.096 0.962
C: -2.183 -0.407 -1.019
C: -0.246 0.252 -2.543
C: 0.280 0.467 0.268
C: 0.542 -0.649 0.749
C: 1.620 0.276 2.469
N: 1.685 1.485 2.819
H: -0.400 -1.570 -1.420
H: 2.198 1.671 3.693
H: 2.113 -0.523 3.067
H: 0.888 2.276 -0.637
H: -0.773 2.275 -0.010
H: 0.593 2.341 1.124
H: -0.431 -2.531 0.823
H: 1.260 -2.583 0.276
H: 0.881 -2.315 1.983
H: -2.463 -1.042 -0.175
H: -2.453 0.625 -0.774
H: -2.816 -0.701 -1.870
H: 0.835 0.159 -2.683
H: -0.495 1.313 -2.458
H: -0.720 -0.109 -3.469

Cartesian forces (eV/Å) of the 3 atoms listed first:
C 0.7 1.8 1.0
C 0.1 0.3 0.4
C 0.0 -0.2 -0.2